ORCA calculation (ωB97M-V with the def2-TZVPD basis set) on a cluster of 17 separate species, C102H85N17O34 in total at a distorted geometry.

* multiplicity: 1
* relative energy (zero: lowest compared OMol25 entry of this formula, charge and spin): 35.8 kcal per mole
* E_HOMO: -9.530 eV
* max |F|: 3.3 eV/Å
* E_LUMO: -1.1 eV
* calculated total energy: -202051.193 eV
* frontier orbital gap: 8.42 eV

Atoms and positions in Å:
C: 21.219 15.858 30.186
C: 22.595 15.858 29.911
C: 23.066 15.522 28.588
C: 22.196 14.992 27.614
C: 20.846 14.944 27.920
C: 20.412 15.355 29.153
N: 22.733 14.501 26.345
O: 23.858 14.775 26.094
O: 21.974 13.863 25.662
H: 20.772 16.215 31.080
H: 23.304 16.354 30.570
H: 24.149 15.653 28.414
H: 20.171 14.501 27.198
H: 19.366 15.420 29.229
C: 14.258 17.168 25.316
C: 14.254 16.515 24.079
C: 13.062 16.237 23.404
C: 11.864 16.722 23.997
C: 11.835 17.372 25.187
C: 13.007 17.634 25.839
N: 10.562 16.491 23.316
O: 10.508 15.464 22.617
O: 9.689 17.295 23.469
H: 15.131 17.401 25.851
H: 15.187 16.197 23.676
H: 13.029 15.641 22.554
H: 10.893 17.765 25.516
H: 12.970 18.169 26.728
C: 15.912 11.997 27.019
C: 15.358 13.015 26.240
C: 14.774 14.151 26.819
C: 14.888 14.326 28.217
C: 15.719 13.450 28.951
C: 16.121 12.265 28.355
N: 14.257 15.463 28.846
O: 14.575 15.836 29.989
O: 13.434 16.084 28.181
H: 16.215 11.081 26.466
H: 15.184 12.907 25.166
H: 14.271 14.811 26.162
H: 15.855 13.656 30.011
H: 16.602 11.532 29.014
C: 22.168 20.616 22.883
C: 23.421 20.182 22.468
C: 23.578 19.074 21.618
C: 22.429 18.545 21.081
C: 21.137 18.985 21.459
C: 21.014 20.050 22.395
N: 22.634 17.403 20.166
O: 23.695 17.398 19.578
O: 21.844 16.449 20.118
H: 22.051 21.460 23.497
H: 24.302 20.717 22.815
H: 24.585 18.727 21.478
H: 20.278 18.512 20.924
H: 20.042 20.474 22.652
C: 21.264 18.047 25.832
C: 21.003 17.152 24.825
C: 22.043 16.674 24.041
C: 23.297 17.175 24.290
C: 23.662 18.101 25.298
C: 22.573 18.494 26.096
N: 24.411 16.679 23.441
O: 25.522 17.056 23.750
O: 24.199 15.861 22.552
H: 20.384 18.466 26.391
H: 19.964 16.808 24.665
H: 21.764 15.978 23.272
H: 24.712 18.363 25.339
H: 22.705 19.208 26.930
C: 26.694 14.295 19.457
C: 26.132 14.877 18.274
C: 24.802 14.756 18.075
C: 23.988 14.230 19.059
C: 24.469 13.688 20.209
C: 25.875 13.717 20.380
N: 22.546 14.108 18.747
O: 22.161 14.649 17.706
O: 21.802 13.454 19.455
H: 27.792 14.294 19.581
H: 26.746 15.366 17.535
H: 24.391 15.134 17.130
H: 23.697 13.186 20.811
H: 26.297 13.174 21.209
C: 18.095 16.693 16.166
C: 19.281 16.710 16.818
C: 19.680 17.807 17.572
C: 18.860 18.948 17.548
C: 17.671 18.964 16.812
C: 17.320 17.821 16.124
N: 19.286 20.135 18.307
O: 20.368 20.104 18.888
O: 18.578 21.105 18.220
H: 17.820 15.720 15.718
H: 19.853 15.836 16.799
H: 20.468 17.787 18.325
H: 17.061 19.847 16.803
H: 16.372 17.835 15.603
C: 16.657 7.527 28.433
C: 17.294 7.926 29.607
C: 18.399 8.764 29.560
C: 18.571 9.490 28.383
C: 17.877 9.181 27.261
C: 16.886 8.234 27.282
N: 19.672 10.531 28.444
O: 19.915 11.189 27.432
O: 20.238 10.759 29.531
H: 15.807 6.833 28.555
H: 16.954 7.393 30.498
H: 18.867 9.047 30.451
H: 17.947 9.866 26.469
H: 16.324 8.044 26.381
C: 18.250 21.251 29.884
C: 18.997 20.102 30.162
C: 18.479 18.859 29.758
C: 17.280 18.806 29.037
C: 16.554 19.938 28.778
C: 17.043 21.161 29.169
N: 16.747 17.489 28.643
O: 15.769 17.478 27.858
O: 17.135 16.479 29.143
H: 18.645 22.193 30.229
H: 19.943 20.224 30.622
H: 19.139 17.972 29.883
H: 15.546 19.945 28.252
H: 16.525 22.106 29.053
C: 16.976 19.275 20.993
C: 16.617 20.308 21.875
C: 16.813 20.172 23.259
C: 17.356 18.982 23.734
C: 17.519 17.916 22.867
C: 17.355 18.082 21.486
N: 17.625 18.825 25.197
O: 17.649 17.737 25.711
O: 17.849 19.846 25.788
H: 16.870 19.433 19.950
H: 16.172 21.204 21.413
H: 16.577 21.024 23.900
H: 17.750 16.982 23.317
H: 17.563 17.259 20.843
C: 23.034 11.472 29.455
C: 23.076 11.827 28.056
C: 24.110 11.335 27.225
C: 25.131 10.620 27.897
C: 25.171 10.334 29.239
C: 24.054 10.797 30.058
N: 26.116 9.976 27.034
O: 26.277 10.554 25.965
O: 26.664 8.925 27.379
H: 22.068 11.662 29.948
H: 22.243 12.331 27.605
H: 24.163 11.337 26.128
H: 25.997 9.724 29.653
H: 24.009 10.553 31.109
C: 11.946 15.224 18.440
C: 11.428 15.940 19.526
C: 11.954 17.185 19.791
C: 13.043 17.650 19.088
C: 13.605 16.909 18.032
C: 13.059 15.658 17.774
N: 13.572 18.990 19.409
O: 13.268 19.510 20.468
O: 14.289 19.557 18.606
H: 11.508 14.240 18.196
H: 10.547 15.521 20.070
H: 11.539 17.709 20.607
H: 14.500 17.268 17.552
H: 13.428 15.130 16.907
C: 19.738 14.092 23.075
C: 18.499 13.878 23.632
C: 17.349 14.129 22.876
C: 17.490 14.646 21.603
C: 18.717 14.944 21.071
C: 19.811 14.706 21.845
N: 16.215 14.793 20.867
O: 16.283 15.442 19.811
O: 15.222 14.232 21.300
H: 20.662 13.810 23.550
H: 18.385 13.381 24.580
H: 16.364 13.713 23.143
H: 18.802 15.253 20.028
H: 20.839 14.879 21.573
C: 23.044 7.273 25.732
C: 21.776 7.730 25.949
C: 21.326 8.900 25.301
C: 22.217 9.573 24.479
C: 23.494 9.127 24.267
C: 23.940 8.002 24.964
N: 21.809 10.805 23.762
O: 20.716 11.244 23.995
O: 22.630 11.365 23.047
H: 23.398 6.443 26.307
H: 21.093 7.179 26.585
H: 20.271 9.217 25.227
H: 24.138 9.658 23.566
H: 24.963 7.556 24.869
C: 18.517 11.020 20.773
C: 19.382 11.460 19.779
C: 18.945 12.078 18.654
C: 17.570 12.121 18.457
C: 16.661 11.583 19.409
C: 17.159 10.970 20.539
N: 17.027 12.655 17.184
O: 17.822 12.780 16.278
O: 15.879 13.072 17.126
H: 18.907 10.626 21.753
H: 20.406 11.425 20.031
H: 19.585 12.517 17.970
H: 15.620 11.609 19.216
H: 16.525 10.377 21.221
C: 11.169 12.325 22.363
C: 12.408 12.310 21.830
C: 13.518 11.719 22.419
C: 13.241 11.195 23.721
C: 11.989 11.300 24.368
C: 10.937 11.929 23.666
N: 14.308 10.509 24.398
O: 14.089 9.573 25.183
O: 15.467 10.815 24.191
H: 10.321 12.723 21.854
H: 12.507 12.839 20.862
H: 14.488 11.684 21.965
H: 11.825 10.881 25.386
H: 10.008 12.105 24.192
C: 20.870 13.279 14.764
C: 19.938 12.978 13.722
C: 20.399 12.830 12.428
C: 21.742 13.118 12.124
C: 22.661 13.495 13.056
C: 22.185 13.571 14.387
N: 22.184 12.937 10.749
O: 21.315 12.547 9.950
O: 23.338 13.197 10.428
H: 20.501 13.280 15.796
H: 18.912 12.698 13.966
H: 19.716 12.652 11.582
H: 23.693 13.714 12.757
H: 22.939 13.797 15.103